Record 1
{
  "formula": "C10H20HfO5Te4",
  "method": "the ωB97M-V functional and the def2-TZVPD basis",
  "symbols": ["Hf", "C", "C", "O", "C", "C", "O", "C", "C", "O", "C", "C", "O", "C", "C", "O", "H", "H", "H", "H", "H", "H", "H", "H", "H", "H", "H", "H", "H", "H", "H", "H", "H", "H", "H", "H", "Te", "Te", "Te", "Te"],
  "xyz": [[7.099, 8.262, 7.061], [5.309, 6.105, 9.013], [4.180, 6.575, 8.098], [4.891, 7.186, 7.000], [4.180, 7.294, 5.708], [5.236, 6.962, 4.661], [6.599, 7.300, 5.142], [7.534, 6.909, 4.093], [8.569, 6.175, 4.730], [9.156, 7.039, 5.667], [10.243, 6.515, 6.426], [9.753, 5.802, 7.686], [8.742, 6.650, 8.273], [8.223, 6.019, 9.418], [7.310, 6.920, 10.145], [6.213, 7.271, 9.255], [5.851, 5.362, 8.501], [4.888, 5.777, 9.956], [3.542, 7.338, 8.528], [3.710, 5.640, 7.752], [3.819, 8.312, 5.587], [3.378, 6.551, 5.598], [5.099, 7.611, 3.859], [5.344, 5.969, 4.278], [7.950, 7.780, 3.531], [7.009, 6.280, 3.390], [9.300, 5.854, 3.983], [8.214, 5.220, 5.142], [10.862, 7.388, 6.546], [10.813, 5.761, 5.840], [10.587, 5.545, 8.322], [9.282, 4.865, 7.465], [8.997, 5.596, 10.116], [7.714, 5.134, 9.039], [7.782, 7.944, 10.322], [6.913, 6.521, 11.072], [5.754, 10.393, 5.776], [6.531, 12.175, 8.353], [9.048, 12.031, 7.984], [9.138, 9.496, 8.687]],
  "forces_ev_per_angstrom": [[-0.7335, 0.0870, 0.2192], [-0.8969, 2.5488, 0.3693], [1.4645, -0.3854, -0.0105], [-0.1452, -0.0620, -1.0935], [1.0219, -0.9038, 0.5283], [0.6786, 0.7445, 1.2223], [-0.3533, -0.4350, -0.3169], [-0.9383, 1.6003, -1.4528], [2.0757, -2.1639, 0.1502], [-0.9337, 0.4589, 0.7642], [0.3505, -0.9791, -0.2992], [-0.1047, 1.2298, -1.2278], [0.6000, -0.0157, 0.0102], [0.5059, -1.8345, 1.1858], [-0.0749, 2.2269, -0.0409], [-0.5796, -0.6916, -1.2018], [0.6196, -1.1185, -0.4062], [0.2160, -0.1784, 0.2402], [-0.3932, -0.2601, 0.2204], [-0.4252, 0.6590, 0.1064], [-0.0824, -0.0826, 0.1697], [0.1040, 0.2723, 0.4771], [-0.4466, 1.0299, -1.6844], [-0.5807, -0.8356, 0.3245], [-0.6281, -0.2611, 0.6783], [-0.0899, -0.0769, -0.2715], [0.2232, 0.2268, -0.0977], [-0.1414, 0.2493, 0.4883], [0.3794, 0.0347, 0.7647], [-0.3157, 0.5471, 0.0919], [0.1831, 0.5046, 0.6286], [-0.4034, -0.6724, -0.4519], [-0.2676, 0.7917, -0.6744], [-0.2586, -0.3001, 0.3045], [-0.4447, -1.5678, 0.1889], [0.0349, -0.1808, 0.0633], [1.3685, 0.2402, 1.9448], [-1.5650, -0.5385, -1.0680], [0.8151, 0.8710, -0.2924], [0.1616, -0.7790, -0.5512]],
  "homo_lumo_gap_ha": 0.21164,
  "total_charge": 2
}

=====

Record 2
{
  "formula": "C10H20N2O3S2",
  "method": "the ωB97M-V functional and the def2-TZVPD basis",
  "symbols": ["C", "C", "C", "C", "C", "C", "C", "C", "C", "C", "H", "H", "H", "H", "H", "H", "H", "H", "H", "H", "H", "H", "H", "H", "H", "H", "H", "H", "H", "H", "N", "N", "O", "O", "O", "S", "S"],
  "xyz": [[-1.533, -0.885, 0.113], [-0.477, -0.523, 1.107], [-2.801, -0.113, 0.552], [-3.824, -0.238, -0.542], [-4.890, 2.321, -0.292], [1.734, -0.797, -0.512], [2.049, -2.353, -0.375], [2.912, 0.104, -0.679], [4.062, 0.110, 0.105], [4.277, 2.859, 0.355], [-2.000, -2.931, 0.612], [-1.767, -2.645, -1.043], [-1.147, -0.266, -0.802], [-3.348, -0.723, 1.335], [-2.819, 0.874, 0.932], [-3.945, -1.307, -0.620], [-3.446, 0.142, -1.479], [-5.979, 2.942, -0.802], [-4.719, 2.635, 0.863], [-3.860, 2.396, -1.084], [1.441, -0.686, 1.526], [0.925, -0.556, -1.214], [2.470, 1.094, -0.761], [3.239, -0.144, -1.619], [3.640, 0.115, 1.153], [4.511, -0.878, -0.129], [4.935, 3.595, -0.189], [3.100, 3.121, 0.017], [4.487, 2.915, 1.516], [0.174, -2.608, 0.013], [-1.486, -2.297, -0.124], [0.916, -0.541, 0.779], [-0.757, -0.771, 2.328], [3.213, -2.769, -0.623], [1.036, -3.107, 0.070], [-5.501, 0.556, -0.333], [5.175, 1.361, -0.152]],
  "forces_ev_per_angstrom": [[0.9686, 4.8402, -1.6299], [2.5784, -4.1006, 4.3765], [-2.7208, -3.2184, 0.6086], [-0.8631, 0.2993, -0.5198], [-1.0959, 1.0466, -1.1841], [-2.8692, -1.4190, 2.9108], [2.8672, -0.2538, -1.1192], [-4.2331, 1.4776, -2.6437], [0.3855, -3.1854, 4.6078], [-0.6558, 1.2059, 0.7491], [1.3421, 2.0197, -1.6104], [-0.0440, 0.6426, 0.3196], [-0.9154, -1.6263, 0.6700], [1.1666, 0.6842, -0.0849], [1.2941, 1.0652, 0.3057], [-0.6771, -0.3759, -0.6016], [0.1052, 0.1285, -0.5379], [3.8874, -1.5659, 1.7026], [-0.1475, -0.4077, -3.1349], [-3.2775, 0.1471, 2.6075], [2.4305, -0.6145, 4.4095], [0.8109, -0.4749, -0.7673], [-0.0656, 0.3284, -0.0366], [0.5868, -0.3099, -2.9211], [1.2200, -0.1737, -0.2013], [0.4685, 0.6110, 0.8481], [-0.9033, -0.2343, 0.9102], [3.3113, -1.1993, 0.9963], [-1.0219, 0.3791, -2.3426], [-0.0879, -0.4584, 0.1687], [-1.5969, -2.2173, 1.3555], [-3.3773, 1.7164, -4.3340], [0.7026, 1.8520, -3.2017], [-4.0156, 1.0446, 0.9434], [1.6351, 0.3294, -0.7960], [1.7763, 0.3676, 0.0973], [1.0308, 1.6497, -0.9203]],
  "homo_lumo_gap_ha": 0.32782,
  "e_above_lowest_ev": 5.591
}

=====

Record 3
{
  "formula": "C10H20N2O4",
  "method": "the ωB97M-V functional and the def2-TZVPD basis",
  "symbols": ["C", "C", "C", "C", "C", "C", "C", "C", "C", "C", "H", "H", "H", "H", "H", "H", "H", "H", "H", "H", "H", "H", "H", "H", "H", "H", "H", "H", "H", "H", "N", "N", "O", "O", "O", "O"],
  "xyz": [[-1.395, -0.449, -0.657], [-0.493, -0.202, 0.645], [-2.861, -0.089, -0.442], [-3.468, -1.188, 0.585], [-3.390, 1.291, 0.258], [-4.738, 1.479, -0.398], [1.813, 0.096, -0.459], [2.437, -1.246, -0.275], [2.845, 1.272, -0.362], [2.234, 2.593, -0.962], [-0.130, -2.032, -1.016], [-1.677, -2.205, -1.708], [-0.822, -0.007, -1.453], [-3.351, -0.108, -1.396], [-2.777, -1.161, 1.509], [-3.372, -2.102, -0.018], [-4.387, -0.732, 0.966], [-2.756, 2.185, 0.221], [-3.280, 0.903, 1.277], [-4.611, 1.561, -1.543], [-5.402, 2.069, 0.315], [-5.259, 0.466, -0.419], [1.298, 0.253, 1.475], [1.162, 0.153, -1.353], [3.692, 0.959, -0.901], [3.381, 0.538, 0.891], [1.178, 2.359, -1.149], [2.612, 2.692, -1.938], [2.348, 3.470, -0.326], [3.837, -1.806, 0.824], [-1.184, -1.901, -0.866], [0.820, 0.349, 0.598], [-0.847, -0.366, 1.818], [1.849, -2.280, -0.610], [3.234, 1.492, 0.988], [3.634, -1.088, 0.306]],
  "forces_ev_per_angstrom": [[2.1294, -0.5148, 1.9335], [0.2306, 0.6712, 2.4318], [-0.1273, 0.4159, 2.2595], [2.2752, 1.6354, -0.3682], [2.2058, -1.9817, -0.9244], [-1.3811, -1.7456, 0.5052], [-1.7649, 2.0801, -0.3139], [-2.6246, -1.5786, -1.7588], [-2.5137, 2.9363, -1.4099], [-0.8364, -2.1595, 0.6958], [-2.1236, -0.1379, 0.1041], [0.2980, 0.1207, 0.1786], [-0.5331, 1.3340, -0.5743], [-0.2402, -0.4444, -0.6586], [-0.9331, -0.5368, -1.7588], [-1.0086, -0.1764, 1.1497], [-0.4347, -1.1294, -0.5908], [0.0379, -0.2123, -0.4702], [-1.0090, 1.0330, 0.2055], [-0.4781, 1.3008, 1.9148], [0.5594, 0.1423, -1.9617], [0.5069, 1.0073, 0.3832], [-0.5949, 0.3225, 0.8170], [1.1702, -0.2522, -0.1664], [1.3090, -0.1161, -0.9948], [1.6189, -0.2602, 3.1820], [-0.0280, 0.5664, 0.4636], [0.8581, 0.7139, -1.1814], [0.1432, -0.2424, -0.1245], [1.1716, -3.1795, 1.8202], [1.3878, -0.3575, -0.3783], [-0.0406, -1.1443, -1.4405], [-0.4797, -0.0921, -1.9065], [2.3249, 1.7984, 1.3282], [-0.3943, -1.3739, -1.0086], [-0.6806, 1.5575, -1.3820]],
  "smiles": "CC[C@H](C)[C@H](N)C(=O)N[C@H](C(=O)O)[C@@H](C)O",
  "homo_lumo_gap_ha": 0.34604,
  "e_above_lowest_ev": 5.022
}

=====

Please write out number 2 again, unchanged.
{
  "formula": "C10H20N2O3S2",
  "method": "the ωB97M-V functional and the def2-TZVPD basis",
  "symbols": ["C", "C", "C", "C", "C", "C", "C", "C", "C", "C", "H", "H", "H", "H", "H", "H", "H", "H", "H", "H", "H", "H", "H", "H", "H", "H", "H", "H", "H", "H", "N", "N", "O", "O", "O", "S", "S"],
  "xyz": [[-1.533, -0.885, 0.113], [-0.477, -0.523, 1.107], [-2.801, -0.113, 0.552], [-3.824, -0.238, -0.542], [-4.890, 2.321, -0.292], [1.734, -0.797, -0.512], [2.049, -2.353, -0.375], [2.912, 0.104, -0.679], [4.062, 0.110, 0.105], [4.277, 2.859, 0.355], [-2.000, -2.931, 0.612], [-1.767, -2.645, -1.043], [-1.147, -0.266, -0.802], [-3.348, -0.723, 1.335], [-2.819, 0.874, 0.932], [-3.945, -1.307, -0.620], [-3.446, 0.142, -1.479], [-5.979, 2.942, -0.802], [-4.719, 2.635, 0.863], [-3.860, 2.396, -1.084], [1.441, -0.686, 1.526], [0.925, -0.556, -1.214], [2.470, 1.094, -0.761], [3.239, -0.144, -1.619], [3.640, 0.115, 1.153], [4.511, -0.878, -0.129], [4.935, 3.595, -0.189], [3.100, 3.121, 0.017], [4.487, 2.915, 1.516], [0.174, -2.608, 0.013], [-1.486, -2.297, -0.124], [0.916, -0.541, 0.779], [-0.757, -0.771, 2.328], [3.213, -2.769, -0.623], [1.036, -3.107, 0.070], [-5.501, 0.556, -0.333], [5.175, 1.361, -0.152]],
  "forces_ev_per_angstrom": [[0.9686, 4.8402, -1.6299], [2.5784, -4.1006, 4.3765], [-2.7208, -3.2184, 0.6086], [-0.8631, 0.2993, -0.5198], [-1.0959, 1.0466, -1.1841], [-2.8692, -1.4190, 2.9108], [2.8672, -0.2538, -1.1192], [-4.2331, 1.4776, -2.6437], [0.3855, -3.1854, 4.6078], [-0.6558, 1.2059, 0.7491], [1.3421, 2.0197, -1.6104], [-0.0440, 0.6426, 0.3196], [-0.9154, -1.6263, 0.6700], [1.1666, 0.6842, -0.0849], [1.2941, 1.0652, 0.3057], [-0.6771, -0.3759, -0.6016], [0.1052, 0.1285, -0.5379], [3.8874, -1.5659, 1.7026], [-0.1475, -0.4077, -3.1349], [-3.2775, 0.1471, 2.6075], [2.4305, -0.6145, 4.4095], [0.8109, -0.4749, -0.7673], [-0.0656, 0.3284, -0.0366], [0.5868, -0.3099, -2.9211], [1.2200, -0.1737, -0.2013], [0.4685, 0.6110, 0.8481], [-0.9033, -0.2343, 0.9102], [3.3113, -1.1993, 0.9963], [-1.0219, 0.3791, -2.3426], [-0.0879, -0.4584, 0.1687], [-1.5969, -2.2173, 1.3555], [-3.3773, 1.7164, -4.3340], [0.7026, 1.8520, -3.2017], [-4.0156, 1.0446, 0.9434], [1.6351, 0.3294, -0.7960], [1.7763, 0.3676, 0.0973], [1.0308, 1.6497, -0.9203]],
  "homo_lumo_gap_ha": 0.32782,
  "e_above_lowest_ev": 5.591
}